[1]
11
Properties=species:S:1:pos:R:3 method="wB97M-V/def2-TZVPD" lumo_energy_ev=-1.7028 total_charge=0 total_energy_ha=-11814.54819 smiles="S=P(Br)(Br)CP(=S)(Br)Br" relative_energy_kcal_mol=0.0
Br -3.05718 -0.00032 -1.04142
Br 2.78839 -2.12582 -1.62340
Br 2.68521 0.38314 1.07314
Br -1.89626 -1.74226 1.93740
S -1.55025 -3.31571 -1.15120
S 1.52012 -3.01259 1.53723
P -1.51271 -1.64110 -0.17846
P 1.73684 -1.54734 0.33819
C 0.09499 -0.66738 -0.28162
H 0.11459 -0.58388 -1.40482
H 0.23896 0.32136 0.32426

---

[2]
10
Properties=species:S:1:pos:R:3 method="wB97M-V/def2-TZVPD" lumo_energy_ev=0.3210 total_charge=0 total_energy_ha=-781.14438 smiles="O=C(O)O.NCl" relative_energy_kcal_mol=3.2
Cl -0.01562 2.29413 1.21723
O -0.50484 -0.78152 0.40223
O 0.51420 -1.86467 -1.20297
O -0.01091 -2.84390 0.68369
N 0.14484 2.26525 -0.49903
C 0.07421 -1.82595 -0.09895
H -0.24837 3.11797 -0.72224
H 1.11256 2.24354 -0.94399
H -0.44985 -0.08123 -0.19070
H -0.61622 -2.52362 1.35474

---

[3]
51
Properties=species:S:1:pos:R:3 method="wB97M-V/def2-TZVPD" lumo_energy_ev=-1.2069 total_charge=0 total_energy_ha=-1187.82705 relative_energy_kcal_mol=160.0
O 0.97090 -3.72397 -4.88349
O 3.67002 -1.26018 -1.99196
O -6.39203 -3.11067 0.24310
O 3.66741 -3.12258 2.86192
O -2.69780 -5.12083 1.57276
O -4.29766 3.86570 1.28589
O -4.61132 -1.37538 -2.60867
O 0.91566 1.70263 -4.58058
O 5.06270 4.28013 -2.22782
O -0.56508 -0.47198 -0.94562
O 4.24661 1.76686 3.84639
O 0.87819 2.37245 5.99604
O 1.14525 5.40659 -2.62235
O 0.90576 -4.25564 0.12981
C 0.39613 1.25589 0.46956
C -1.53601 0.01793 1.27739
C -0.82467 0.53072 0.04994
H 0.29435 -3.23710 -4.41288
H 0.38679 1.14609 -4.00893
H 5.04373 3.43192 -2.67100
H 0.12773 2.17604 0.98856
H 1.24448 5.85403 -1.78201
H 1.00756 1.64023 -0.34686
H 0.72331 -3.40997 -0.28631
H 0.29409 5.69716 -2.94993
H 4.56251 -3.43885 2.98439
H -3.68210 -1.30871 -2.38885
H -3.83728 3.15197 0.84446
H -2.81451 -4.86456 2.48761
H 3.34061 1.73696 4.15380
H 1.67263 -4.06479 0.67487
H 0.14711 -4.52253 0.65404
H -1.41724 1.32374 -0.40620
H 4.17245 4.61936 -2.32066
H 3.51786 -2.53323 3.60118
H 1.00815 2.52376 -4.09743
H -4.80206 -0.57110 -3.09135
H 1.04741 0.54956 0.98438
H 0.09132 2.87460 5.78411
H 0.97297 2.46366 6.94416
H -6.37227 -2.37547 0.85574
H 4.05695 -1.04311 -2.84014
H 0.97800 -3.33890 -5.75979
H 4.32439 2.61574 3.41097
H -5.08967 3.45916 1.63760
H -3.58629 -5.27378 1.25117
H -2.54741 -0.27990 1.00085
H 2.75287 -0.99831 -2.07250
H -0.98435 -0.76390 1.79942
H -1.64424 0.79507 2.03400
H -5.92391 -2.79248 -0.52881

---

[4]
29
Properties=species:S:1:pos:R:3 method="wB97M-V/def2-TZVPD" lumo_energy_ev="0.8514 / 0.7178" total_charge=0 total_energy_ha=-566.07325
F -1.57230 1.62231 1.14356
O -0.02923 -1.33725 -0.03759
C -2.26223 0.89677 0.23537
C -2.63437 -0.47018 0.54300
C -1.99779 -1.12188 1.59515
C -0.19200 -0.16605 -0.72971
C -3.38427 -1.22194 -0.55325
C 4.77950 0.32503 0.18766
C 3.30969 0.61491 0.45232
C 0.91735 -0.33071 0.17099
C -2.87918 1.60525 -0.97536
C 2.39170 -0.42633 -0.23231
H -2.16759 2.07581 -1.47542
H -2.81787 -1.30582 -1.40580
H -1.32959 -0.72606 2.30967
H -3.52322 2.28658 -0.54079
H 4.79607 0.43050 -0.83472
H -3.36116 0.95892 -1.71992
H -4.38517 -0.66680 -0.70560
H 5.02590 -0.58551 0.50677
H -2.09854 -2.07199 1.94288
H 2.85734 1.60969 0.19743
H 2.58575 -0.24204 -1.25366
H 5.28370 1.17577 0.50795
H -3.47877 -2.19443 -0.18405
H -0.19383 -0.01704 -1.73277
H 3.04028 0.47793 1.46493
H 2.63899 -1.44035 -0.07844
H 0.68082 0.24492 1.20169

---

[5]
63
Properties=species:S:1:pos:R:3 method="wB97M-V/def2-TZVPD" lumo_energy_ev="0.1171 / -1.4453" total_charge=0 total_energy_ha=-4211.47993 multiplicity=5 relative_energy_kcal_mol=0.0
Pt -0.16549 0.05760 0.01335
Se 0.35372 1.25347 2.29885
P -0.68013 -0.56738 -2.04797
Si -2.26795 -1.89687 1.11483
O 3.36467 -1.27499 -2.99771
N 3.01366 2.28148 1.94667
N 2.96013 0.76078 3.50324
N -2.06302 -0.19710 0.75965
C 2.20409 1.35163 2.53294
C 5.14252 1.34382 4.62688
C -2.38675 2.10614 0.20698
C -5.00443 2.01379 1.14363
C 2.48738 -0.26825 4.42275
C 3.48343 -2.46586 -0.91120
C -2.48320 -0.44238 -2.39316
C -3.16164 3.26698 0.18882
C 4.09729 -0.00314 -1.06113
C -0.01662 0.36498 -3.45250
C -0.59482 -2.78561 1.06715
C 6.13714 3.36173 3.64735
C -0.31752 -2.28577 -2.53277
C -2.89669 0.89617 0.73469
C 6.11963 2.35876 4.63539
C 5.17715 3.38885 2.61847
C -4.47228 3.20945 0.65210
C 4.22854 1.36677 3.57392
C 3.68477 -1.25927 -1.80424
C 4.24965 2.35402 2.60080
C -4.23972 0.84980 1.19689
H 6.86241 2.38234 5.43351
H -2.80144 0.60279 -2.39039
H 5.19584 0.09613 -0.98446
H -1.35918 2.12674 -0.20591
H 3.70586 0.01413 -0.03181
H 1.07236 0.24014 -3.49206
H 5.06737 0.57777 5.40472
H 3.18086 -0.31699 5.26529
H 2.41536 -2.51897 -0.65749
H -2.83031 -2.02898 2.48397
H -6.03851 1.98903 1.49067
H -0.75529 -2.46002 -3.52318
H -4.63710 -0.10286 1.56319
H 4.03799 -2.38928 0.03364
H 5.12449 4.16065 1.84897
H 2.44922 -1.25113 3.93306
H 3.72487 -3.38361 -1.45607
H -0.31537 -3.11736 0.06305
H -2.70160 4.17280 -0.19981
H 3.72257 0.86542 -1.60824
H -3.13169 -2.64220 0.14889
H 2.68870 2.91187 1.23288
H -5.08088 4.10997 0.62651
H 6.90614 4.13911 3.69308
H -2.68460 -0.86901 -3.38227
H 1.48740 -0.00497 4.77874
H 0.13385 -0.29488 1.58374
H 0.76551 -2.43722 -2.59868
H -0.74962 -3.00146 -1.82922
H -3.07657 -0.98102 -1.64903
H -0.46150 -0.01536 -4.38628
H 0.21379 -2.17193 1.48207
H -0.26633 1.42602 -3.34696
H -0.71226 -3.66537 1.71465

---

[6]
56
Properties=species:S:1:pos:R:3 method="wB97M-V/def2-TZVPD" lumo_energy_ev=0.3806 total_charge=0 total_energy_ha=-1577.05930 smiles="NC(N)=O.NC(N)=O.NC(N)=O.NC(N)=O.NC(N)=O.NC(N)=O.NC(N)=O" relative_energy_kcal_mol=28.5
O -0.91745 3.70333 -0.94833
O 2.61846 1.91754 -3.54442
O -0.85634 0.55178 -2.97769
O -0.30645 -1.62542 -0.24344
O 2.21611 -1.29811 3.76771
O 1.05659 -5.84109 -0.51828
O -2.38947 0.73079 3.47093
N -0.85305 -4.58043 -0.83767
N 0.47238 -0.29599 -4.72513
N 1.53564 2.21568 -1.56102
N 0.49088 -0.03434 4.62130
N -1.10079 1.82552 2.05293
N 1.30473 -0.39305 0.79932
N -2.35902 0.10587 1.26291
N -1.08027 -1.62901 -3.68789
N 0.77477 -2.66938 1.43341
N 2.33733 -0.43516 5.87341
N -2.65634 2.34158 -1.46929
N 2.65124 3.94651 -2.45806
N -2.91762 4.11812 0.14904
N 1.17445 -3.90091 -1.68620
C -1.99896 0.86961 2.34135
C 0.54080 -1.47565 0.64950
C -0.53012 -0.33886 -3.77447
C -2.11146 3.43076 -0.80113
C 0.51609 -4.86332 -0.92288
C 2.34721 2.61979 -2.58393
C 1.67339 -0.73107 4.67673
H -1.27626 -3.73238 -0.47437
H -2.00399 1.79930 -2.02650
H -3.56141 1.97113 -1.42200
H -0.90237 2.35394 1.21013
H -0.02214 -3.34928 1.50228
H -2.60564 -0.86232 1.44154
H 1.92932 -0.46758 1.59630
H 1.13368 0.41071 0.17955
H -1.80708 0.17804 0.43070
H -0.24427 -0.41169 4.04253
H 2.03370 4.62816 -2.01813
H 3.28744 -0.68717 6.00859
H 2.20849 -3.95992 -1.64357
H -3.55053 3.49081 0.65242
H -0.83807 2.36614 2.80655
H 0.41454 -1.00014 -5.43165
H 1.23333 2.97261 -1.00573
H 2.90686 4.24226 -3.38621
H -0.61170 -2.40540 -4.14791
H 1.21613 0.39618 -4.58661
H 1.79100 -0.13757 6.64946
H -1.35847 -5.46657 -0.90474
H 0.72055 1.59860 -1.82448
H 1.33955 -2.46158 2.21809
H -2.42479 4.75003 0.77145
H -1.72698 -1.82044 -2.94314
H 0.27164 0.30203 5.56137
H 0.81472 -2.96298 -1.61464

---

[7]
70
Properties=species:S:1:pos:R:3 method="wB97M-V/def2-TZVPD" lumo_energy_ev=2.2747 total_charge=-1 total_energy_ha=-4978.78892 relative_energy_kcal_mol=0.0
I -3.27129 -4.07243 -3.15412
Sn -2.02418 -1.83318 -1.92627
As -0.23862 0.86850 -0.07491
S -3.30262 1.74959 -1.06327
F -2.25367 1.98316 -3.46779
F -4.07624 3.09538 -3.21217
F -4.15606 0.93502 -3.31875
O 3.48073 -2.11245 3.03128
O -0.12484 -3.05971 -1.73019
N 3.32881 -3.19340 -0.89428
N -1.31530 -2.08658 0.49113
C 2.26717 0.05031 -1.29836
C -3.48830 -1.90356 -0.18588
C -3.08214 -1.71267 2.22557
C -4.44307 -1.53837 2.43170
C -0.35885 5.12093 -0.17475
C 0.92129 -2.76768 0.43210
C -4.85037 -1.74693 0.05425
C 2.12133 1.33277 1.72251
C 1.09819 1.76018 -2.51597
C -3.43634 1.95914 -2.84714
C 1.92165 1.34923 4.12330
C -2.64499 -1.90861 0.91880
C -1.64422 5.41270 -0.61671
C -0.34522 -2.57937 1.13515
C 0.75190 1.13436 1.59794
C 2.05740 1.69989 -3.51723
C 3.12727 0.82277 -3.40711
C 0.55147 1.14829 4.00774
C 3.31231 -2.93640 0.43519
C 0.02693 3.80402 -0.00283
C 3.22958 -0.00369 -2.29736
C -2.52811 4.38372 -0.87694
C 0.90852 -3.00607 -0.96120
C 2.20211 -3.22582 -1.56096
C 2.70313 1.43628 2.98111
C 2.15073 -2.37074 2.59116
C 2.14799 -2.72261 1.12561
C -5.32443 -1.56668 1.35056
C 2.24261 -3.46101 -3.03823
C -0.02549 1.03051 2.75215
C 1.20247 0.94262 -1.39373
C -0.84270 2.74907 -0.28134
C -2.12950 3.05387 -0.72849
H 3.27451 -3.61350 -3.34993
H 2.34980 -0.63214 -0.45964
H -0.06619 1.07186 4.89386
H 1.52363 -1.48326 2.74978
H 1.81480 -2.60827 -3.57037
H 1.63201 -4.32206 -3.31370
H 3.77303 1.57959 3.06372
H 0.33889 5.92081 0.03786
H 4.03671 -0.71986 -2.21149
H -1.95957 6.43968 -0.74561
H 4.26877 -2.88713 0.93356
H -2.38288 -1.68175 3.05506
H -1.09181 0.84254 2.66743
H -5.55798 -1.75419 -0.76868
H 3.43022 -1.83414 3.94929
H 0.26397 2.44437 -2.62071
H -6.38653 -1.43643 1.52606
H -0.44607 -2.88932 2.18209
H 2.74482 1.39815 0.83905
H 2.37793 1.43178 5.10201
H 1.02888 3.58537 0.34618
H 1.95836 2.33291 -4.39011
H 3.87003 0.76965 -4.19294
H -3.53850 4.59872 -1.19881
H 1.71743 -3.19050 3.18038
H -4.82128 -1.37721 3.43438

---

[8]
8
Properties=species:S:1:pos:R:3 method="wB97M-V/def2-TZVPD" lumo_energy_ev=-0.6281 total_charge=0 total_energy_ha=-2904.57800 smiles=C[SiH2]Br relative_energy_kcal_mol=31.6
Br -2.83032 0.00321 -0.05955
Si -0.21928 0.87462 0.01189
C 0.60328 -0.82069 -0.03578
H 0.53800 1.78991 -0.93105
H -0.63710 1.69411 1.21160
H 0.59622 -1.43218 -1.03897
H 0.17476 -1.41042 0.78691
H 1.77446 -0.69856 0.05497